# 1
DFT (ωB97M-V with the def2-TZVPD basis set) results for 2 unconnected molecules or ions with the total composition C4H7NO2.

Computed properties:
Energy relative to the best compared isomer or geometry (same formula, charge and spin): 3.002 eV
LUMO energy: 0.7 eV
Gap between HOMO and LUMO: 10.7021 eV

Structure (ORCA input):
```
! RIJCOSX wB97M-V def2-TZVPD def2/J DEFGRID3
* xyz 0 1
C 2.088 -2.382 -0.191
C 0.533 0.657 0.698
O 0.081 0.345 -0.503
C -1.202 0.935 -0.794
C -1.495 1.682 0.468
N -2.502 2.367 0.760
O -0.384 1.453 1.287
H 2.912 -3.036 0.111
H 2.206 -2.114 -1.245
H 1.143 -2.915 -0.051
H 2.067 -1.477 0.420
H -1.923 0.140 -0.996
H -1.106 1.590 -1.663
H -2.417 2.757 1.699
*
```

# 2
DFT (ωB97M-V with the def2-TZVPD basis set) results for 2 unconnected molecules or ions with the total composition H3NO3P2 at a distorted geometry.

Computed properties:
Energy relative to the best compared isomer or geometry (same formula, charge and spin): 0.224 eV
LUMO energy: 6.5 eV
Gap between HOMO and LUMO: 6.5511 eV

Structure (ORCA input):
```
! RIJCOSX wB97M-V def2-TZVPD def2/J DEFGRID3
* xyz -2 1
N 1.992 0.957 0.359
O -3.283 1.225 0.690
O -3.352 -0.456 -1.331
O -3.280 -1.291 1.049
P 2.834 -0.371 -0.042
P -3.278 -0.160 0.117
H 2.100 0.912 1.354
H 2.352 -1.115 -1.283
H 3.914 0.300 -0.913
*
```

# 3
DFT (ωB97M-V with the def2-TZVPD basis set) results for a molecular structure, H12MgO6 at a distorted geometry.

Computed properties:
Energy relative to the best compared isomer or geometry (same formula, charge and spin): 0.576 eV
LUMO energy: -7.1 eV
Gap between HOMO and LUMO: 13.4916 eV

Structure (ORCA input):
```
! RIJCOSX wB97M-V def2-TZVPD def2/J DEFGRID3
* xyz 2 1
Mg 0.074 0.096 -0.110
O -1.785 0.660 0.640
H -1.878 1.610 0.817
H -2.635 0.473 0.278
O 1.870 -0.607 -0.746
H 2.172 -1.469 -1.054
H 2.511 -0.479 -0.042
O 0.267 -1.263 1.536
H -0.503 -1.617 1.986
H 0.976 -1.682 2.074
O -0.185 1.386 -1.686
H -0.969 1.812 -2.034
H 0.319 1.074 -2.437
O 1.052 1.511 1.199
H 1.881 1.270 1.644
H 0.894 2.401 1.397
O -1.157 -1.409 -1.060
H -1.141 -2.302 -0.649
H -1.771 -1.470 -1.759
*
```